No. 1
Here is the molecule C4H9NO from the OMol25 dataset. Energies are from wB97M-V/def2-TZVPD.

The SMILES is C[C@@H](O)[C@H]1CN1. The HOMO energy comes out at -9.7 eV. As for the charge: 0. The molar mass is 87.1 g mol⁻¹. The relative energy (zero: lowest compared OMol25 entry of this formula, charge and spin) is 1.864 eV.

Each line ends with the Löwdin charge.
Geometry (Å):
C -1.8959 -0.0902 -0.1200  -0.051
C -0.6065 0.7236 -0.0607  -0.423
O -0.3772 1.2339 1.2351  -0.038
C 0.5554 -0.1325 -0.5330  -0.293
C 1.9408 0.0160 -0.0477  -0.130
N 1.0930 -1.0704 0.4489  0.019
H -2.7417 0.5017 0.2384  0.079
H -2.1082 -0.4221 -1.1431  0.079
H -1.7988 -0.9798 0.5139  0.083
H -0.6860 1.5991 -0.7177  0.146
H -0.1435 0.4678 1.7819  0.089
H 0.4465 -0.5057 -1.5514  0.142
H 2.1853 0.7136 0.7446  0.102
H 2.7373 -0.2043 -0.7573  0.104
H 1.3469 -1.9598 0.0331  0.093

No. 2
Here is a cluster of 2 separate species, C4H9NO in total from the OMol25 dataset. Energies are from wB97M-V/def2-TZVPD.

The SMILES is C/N=C/O.C=C. The HOMO energy comes out at -9.8 eV. As for the charge: 0. The molar mass is 87.1 g mol⁻¹. The relative energy (zero: lowest compared OMol25 entry of this formula, charge and spin) is 2.060 eV.

Each line ends with the Löwdin charge.
Geometry (Å):
C 1.3983 -1.9947 0.8285  -0.147
N 0.4446 -1.0292 0.3297  -0.015
C -0.7191 -1.4410 0.0642  -0.308
O -1.6921 -0.6481 -0.3997  0.029
H 1.7838 -1.6604 1.7980  0.072
H 2.2521 -2.0561 0.1444  0.072
H 0.9817 -3.0074 0.9532  0.070
H -1.0719 -2.4734 0.1777  0.135
H -1.3202 0.2533 -0.4721  0.056
C -0.8538 2.5861 -0.8861  -0.085
C 0.2784 1.9658 -0.5619  -0.102
H -1.4463 3.1170 -0.1448  0.054
H -1.2309 2.5920 -1.9063  0.055
H 0.6558 1.9480 0.4566  0.056
H 0.8732 1.4277 -1.2952  0.058

No. 3
Here is the molecule C4H9NO at a distorted geometry from the OMol25 dataset. Energies are from wB97M-V/def2-TZVPD.

The SMILES is NCC1(O)CC1. The HOMO energy comes out at -9.6 eV. As for the charge: 0. The molar mass is 87.1 g mol⁻¹. The relative energy (zero: lowest compared OMol25 entry of this formula, charge and spin) is 2.615 eV.

Each line ends with the Löwdin charge.
Geometry (Å):
N -1.5206 0.4770 -1.1282  -0.031
C -0.0846 -0.0241 -1.1318  -0.202
C 0.1145 -0.4267 0.2710  -0.519
O -0.9355 -1.4156 0.5579  -0.025
C 1.4912 -0.5731 0.8364  -0.072
C 0.5988 0.5953 1.3295  -0.069
H -1.9505 0.3975 -2.1191  0.106
H -1.3883 1.4996 -0.8834  0.090
H -0.0509 -0.9540 -1.7108  0.129
H 0.4909 0.7782 -1.4675  0.093
H -1.7548 -0.9550 0.3778  0.058
H 1.5322 -1.4175 1.5753  0.121
H 2.3919 -0.2751 0.2364  0.119
H 0.1222 0.6351 2.2768  0.076
H 0.9435 1.6583 0.9797  0.128

How do the records compare in Kohn-Sham gap? In the order shown, they have 10.774 10.889 10.547 eV.
How do the records compare in LUMO energy? In the order shown, they have 1.0 1.1 1.0 eV.